a | {"formula": "H5PSi", "method": "ωB97M-V/def2-TZVPD", "smiles": "[SiH3]P", "spin_multiplicity": 1, "e_lumo_ev": 0.977, "gap_ev": 10.6, "elements": ["Si", "P", "H", "H", "H", "H", "H"], "positions_angstrom": [[-0.40, 0.17, 0.65], [-0.19, -0.85, -1.42], [0.70, 1.07, 1.28], [-1.35, 1.17, 0.51], [-0.87, -0.95, 1.64], [0.99, -1.66, -1.22], [0.36, 0.27, -2.09]], "mulliken_charge": [0.289, -0.175, -0.075, -0.100, -0.063, 0.064, 0.059]}


b | {"formula": "H5PSi", "method": "ωB97M-V/def2-TZVPD", "spin_multiplicity": 1, "e_lumo_ev": [-0.393, -1.257], "gap_ev": [8.7, 6.0], "elements": ["Si", "P", "H", "H", "H", "H", "H"], "positions_angstrom": [[-0.33, 2.79, -0.55], [0.88, -3.19, 0.72], [-1.57, 2.15, -0.85], [0.69, 1.91, 0.02], [-0.25, 4.29, -0.56], [-0.45, -3.37, 0.42], [1.03, -4.57, 0.81]], "mulliken_charge": [0.106, -0.069, -0.044, -0.041, -0.021, 0.031, 0.039]}


Stability comparison, relative energies in eV: a 0.000; b 3.142